DFT (the ωB97M-V functional and the def2-TZVPD basis) results for C45H54FeN3 as an isolated structure in a non-equilibrium geometry.

Results
Net charge: -1
E_LUMO (spin up / spin down) (eV): 2.04 / 2.03
2S+1: 5
Relative energy (zero: lowest compared OMol25 entry of this formula, charge and spin) (eV): 0.000
Kohn-Sham gap (spin up / spin down) (Eh): 0.1166 / 0.1734
Molecular weight (g mol⁻¹): 692.79
Energy (Eh): -3174.95277

```
103
Properties=species:S:1:pos:R:3:forces:R:3
C 2.8682 -3.5557 -1.5775 0.1 0.1 0.1
C 2.1427 -2.7615 -2.6623 -0.5 -0.1 0.2
C 1.9648 -3.6007 -3.9254 0.0 0.0 -0.1
C 2.8554 -1.4616 -2.9587 -0.8 -0.1 0.3
C 4.1547 -1.4599 -3.4337 0.1 0.1 0.0
C 4.8075 -0.2701 -3.6845 0.1 -0.1 0.0
C 4.1687 0.9339 -3.4639 0.0 0.0 0.0
C 2.8603 0.9680 -3.0112 -0.6 0.2 0.4
C 2.1461 2.2778 -2.7514 -0.5 0.2 -0.2
C 2.5175 3.3579 -3.7678 0.1 -0.1 -0.1
C 2.4059 2.7758 -1.3310 0.0 -0.1 0.2
C 2.2033 -0.2407 -2.7479 -0.1 -0.1 -0.6
N 0.8372 -0.2323 -2.2792 0.3 0.1 1.8
N -0.2202 -0.2355 -3.0880 -1.2 -0.1 -1.3
N -1.2681 -0.2286 -2.2940 0.8 0.0 2.5
C -2.6335 -0.2408 -2.7675 -0.2 0.0 -0.7
C -3.2867 -1.4599 -2.9794 0.8 -0.1 0.3
C -2.5756 -2.7658 -2.7011 0.5 -0.1 0.2
C -2.4107 -3.5910 -3.9751 0.0 0.0 -0.1
C -3.2982 -3.5731 -1.6240 -0.1 0.0 0.0
C -4.5878 -1.4482 -3.4489 0.0 0.1 0.0
C -5.2360 -0.2575 -3.7058 -0.1 0.0 0.0
C -4.5878 0.9417 -3.4912 -0.1 -0.1 0.0
C -3.2869 0.9693 -3.0223 0.8 0.1 0.3
C -2.5710 2.2815 -2.7913 0.5 0.1 0.2
C -3.2876 3.1289 -1.7417 -0.1 0.0 0.0
C -2.4031 3.0577 -4.0951 0.0 0.0 -0.1
C -0.9258 -0.2143 -0.9274 -1.1 0.0 -2.5
C -1.8703 -0.1980 0.2086 -0.4 0.0 -0.2
C 0.4624 -0.2317 -0.9060 2.0 0.0 0.8
C 1.3060 -0.2509 0.1784 -0.3 -0.2 -1.0
H 2.9747 -2.9733 -0.6612 -0.1 0.0 0.0
H 2.3378 -4.4792 -1.3409 -0.1 0.0 0.0
H 3.8688 -3.8329 -1.9096 0.1 0.0 -0.1
H 1.1392 -2.4996 -2.2827 0.4 -0.2 -0.1
H 1.4203 -3.0504 -4.6938 0.0 0.0 0.0
H 2.9340 -3.8792 -4.3398 0.1 0.0 -0.1
H 1.4245 -4.5245 -3.7135 0.0 0.0 0.1
H 4.6616 -2.3959 -3.6049 0.1 -0.2 0.0
H 5.8225 -0.2813 -4.0473 0.2 0.0 -0.1
H 4.6964 1.8547 -3.6497 0.0 0.1 0.0
H 1.0661 2.0710 -2.8558 0.3 0.2 0.0
H 2.3966 3.0014 -4.7917 0.0 0.0 0.0
H 1.9065 4.2523 -3.6370 -0.1 -0.1 0.1
H 3.5555 3.6646 -3.6389 0.1 0.1 0.0
H 2.0629 2.0599 -0.5850 0.0 0.0 0.0
H 3.4736 2.9289 -1.1731 0.1 0.0 0.0
H 1.9045 3.7269 -1.1446 -0.1 0.0 -0.1
H -1.5689 -2.5115 -2.3252 -0.4 -0.2 -0.1
H -1.8768 -3.0325 -4.7448 0.0 0.0 0.0
H -1.8674 -4.5166 -3.7805 0.1 0.0 0.1
H -3.3844 -3.8666 -4.3801 -0.1 0.0 -0.1
H -3.4105 -3.0016 -0.7025 0.0 0.0 0.0
H -4.2973 -3.8503 -1.9600 -0.1 0.0 0.0
H -2.7646 -4.4966 -1.3949 0.1 0.0 0.0
H -5.0993 -2.3801 -3.6180 -0.1 -0.2 0.0
H -6.2510 -0.2641 -4.0705 -0.1 0.0 -0.1
H -5.0989 1.8671 -3.6937 -0.1 0.2 0.0
H -1.5649 2.0367 -2.4072 -0.4 0.2 -0.1
H -3.3988 2.5902 -0.8003 0.0 0.0 0.0
H -2.7497 4.0576 -1.5464 0.1 0.0 0.0
H -4.2867 3.3974 -2.0846 -0.1 0.0 0.0
H -1.8714 2.4681 -4.8429 0.0 0.0 0.0
H -3.3758 3.3212 -4.5106 -0.1 0.0 -0.1
H -1.8559 3.9876 -3.9357 0.0 0.0 0.1
H -1.3486 -0.2063 1.1671 0.1 0.0 -0.2
H -2.4995 0.6928 0.1782 -0.1 0.0 0.1
H -2.5263 -1.0690 0.1810 -0.1 0.0 0.1
H 0.9283 -0.2119 1.1780 -0.2 0.0 0.3
H 2.3666 -0.2896 0.0442 0.4 0.0 -0.1
C 0.1373 -2.3919 8.1109 -0.9 -0.2 -0.2
C -0.5851 -1.1379 8.2165 -0.9 -0.7 -0.4
C -1.2676 -0.9070 6.9557 -0.6 -1.5 0.6
C -0.9651 -2.0170 6.0735 -0.9 -0.5 1.4
C -0.0899 -2.9273 6.7834 -1.4 0.1 0.5
Fe 0.8099 -1.0285 6.6708 0.0 0.2 -0.5
C 2.8765 -1.1610 6.2525 1.2 1.8 1.1
C 2.5845 0.0416 7.0845 2.0 -1.1 -0.8
C 1.6954 0.8664 6.3913 0.0 -0.1 -1.5
C 1.3576 0.2089 5.0765 2.5 -0.1 1.2
C 0.5373 0.6671 4.0508 -0.5 0.9 -0.2
C 0.2271 2.0570 3.7527 0.4 -1.3 0.0
C -0.8746 2.3978 2.9581 -0.1 0.1 -0.1
C -1.0322 3.6769 2.4732 -0.1 -0.2 0.0
C -0.0970 4.6489 2.7724 -0.2 0.6 -0.3
C 0.9752 4.3498 3.5890 0.1 -0.1 0.2
C 1.1306 3.0737 4.0816 0.2 0.3 0.2
C 2.1413 -1.0797 5.0669 -0.3 1.5 -0.5
H 0.7060 -2.8810 8.9026 -0.2 0.2 -0.3
H -0.6322 -0.4974 9.0985 0.0 -0.2 -0.3
H -1.9306 -0.0712 6.7270 0.4 -0.2 0.0
H -1.3836 -2.1850 5.0801 0.3 0.2 0.3
H 0.2569 -3.8951 6.4168 0.0 0.4 0.1
H 3.6021 -1.9401 6.4989 -0.4 0.3 0.0
H 3.0087 0.2432 8.0721 -0.1 -0.1 -0.4
H 1.2723 1.8002 6.7636 0.1 -0.3 -0.2
H 0.2131 -0.0649 3.3320 -0.3 -0.2 -0.2
H -1.5946 1.6369 2.7153 -0.2 -0.2 -0.1
H -1.8755 3.9159 1.8447 -0.2 0.0 -0.1
H -0.2002 5.6385 2.3602 -0.1 0.3 -0.1
H 1.7043 5.1116 3.8150 0.2 0.1 0.1
H 1.9924 2.8347 4.6778 0.2 -0.1 0.1
H 2.2043 -1.7642 4.2201 -0.2 0.2 0.3
```
Forces are in eV/Å.

DFT (the ωB97M-V functional and the def2-TZVPD basis) results for a 14-piece molecular cluster, C4H34NO14S overall in a non-equilibrium geometry.

Results
Net charge: -1
E_LUMO (eV): 2.52
2S+1: 1
Relative energy (zero: lowest compared OMol25 entry of this formula, charge and spin) (eV): 0.977
Kohn-Sham gap (Eh): 0.2711
Molecular weight (g mol⁻¹): 352.38
Energy (Eh): -1679.17771

```
54
Properties=species:S:1:pos:R:3:forces:R:3
O 0.7392 2.4445 -2.2564 -0.5 0.0 0.1
C 0.1380 1.4978 -1.7037 2.6 2.3 0.3
N 0.5944 1.1795 -0.4681 -0.8 -0.9 1.2
C 0.0116 0.1229 0.3803 -1.3 -2.3 -0.7
C 0.9981 -1.0656 0.5707 -1.8 -1.1 -0.7
S 0.1330 -2.5822 1.3193 0.9 1.0 0.0
C -0.7787 0.7133 -2.5145 -0.1 -2.6 0.2
H 1.3897 1.7467 -0.1158 -1.2 -0.4 -0.3
H -0.4775 0.3449 1.4046 1.0 0.4 -1.8
H -0.8144 -0.4114 -0.2381 1.0 1.4 1.0
H 1.3021 -1.5228 -0.4343 0.0 1.4 1.4
H 1.7574 -0.7471 1.2585 1.0 -0.2 0.0
H -0.4909 -0.3444 -2.3385 0.2 0.3 -0.6
H -0.6454 0.9930 -3.5413 0.1 0.1 -0.4
H -1.8149 0.6206 -2.2932 -0.8 0.8 0.5
H 2.2222 3.2198 -0.9077 -0.3 0.2 -0.5
H 1.9278 4.0140 0.3533 -1.6 0.7 0.9
O 2.6174 3.6051 -0.1183 1.9 -1.0 -0.7
H -2.4561 -0.4998 2.5593 1.2 1.3 0.5
H -2.1655 0.1723 3.8697 -0.4 -0.2 2.5
O -1.9881 0.3125 2.9759 -0.9 -1.3 -3.0
H 2.2299 -1.9087 -3.6187 1.3 0.8 -0.1
H 1.6983 -2.7701 -2.4142 0.3 -0.1 -0.4
O 1.5074 -2.4076 -3.3022 -2.1 -0.7 0.0
H -3.1820 0.7765 -0.9134 0.4 -4.1 -2.3
H -3.0697 1.2768 0.4619 -0.1 0.2 -0.5
O -3.3152 1.5265 -0.4482 -0.5 4.2 3.1
H 4.5716 0.7534 1.0270 0.9 1.8 2.0
H 3.3840 0.2195 0.3375 0.4 -0.2 -0.1
O 4.3567 0.1866 0.3399 -1.2 -1.4 -1.6
H -2.8109 3.5028 -0.3734 -0.6 -1.2 -0.5
H -1.2638 3.7586 -0.6093 -2.2 0.5 0.7
O -2.1110 4.0943 -0.1548 2.9 0.8 -0.5
H -2.4009 -2.8681 2.6200 0.3 0.0 -0.2
H -2.7807 -2.5110 1.1586 -0.3 0.3 1.8
O -3.0700 -2.3980 2.1133 -0.1 0.0 -1.3
H 1.2381 -0.2945 4.1262 0.4 -0.9 -0.6
H 0.1691 0.7528 3.9242 0.0 -0.3 0.0
O 0.7947 0.4069 4.5735 -0.5 1.1 0.5
H 2.6705 -0.8238 -1.4001 -0.5 0.6 0.5
H 4.2489 -0.5659 -1.4533 -1.2 -0.3 0.0
O 3.4822 -1.0501 -1.8338 1.8 -0.3 -0.9
H 3.1821 -2.9657 -1.2501 -0.8 -0.4 0.5
H 1.9948 -3.2880 -0.2523 -0.2 -0.1 0.6
O 2.4037 -3.5532 -1.0831 1.0 0.1 -0.5
H -4.1992 -1.5071 -0.3157 -5.7 -1.9 2.3
H -2.9650 -2.0124 -0.9007 0.2 0.6 0.3
O -3.4457 -1.1839 -0.6161 5.2 1.5 -2.6
H -1.2147 -2.9354 -0.1382 1.6 0.2 0.5
H -1.5837 -3.4136 -1.6558 0.4 0.1 0.9
O -1.9031 -3.2364 -0.7524 -1.7 -0.8 -1.9
H -0.0903 3.2975 2.3578 0.4 -0.5 1.1
H -0.7772 3.8350 1.2398 -2.7 1.1 -1.3
O 0.0517 3.4926 1.4441 2.3 -0.6 0.4
```
Forces are in eV/Å.

DFT (the ωB97M-V functional and the def2-TZVPD basis) results for C6H12N2O as an isolated structure in a non-equilibrium geometry.

Results
E_LUMO (spin up / spin down) (eV): 0.42 / 0.30
2S+1: 1
Relative energy (zero: lowest compared OMol25 entry of this formula, charge and spin) (eV): 6.693
Kohn-Sham gap (spin up / spin down) (Eh): 0.2392 / 0.2464
Molecular weight (g mol⁻¹): 128.17
Energy (Eh): -420.33792

```
21
Properties=species:S:1:pos:R:3:forces:R:3
C -1.9542 -0.4251 0.1058 2.0 0.0 2.6
C 2.1999 -0.3135 1.0719 0.0 0.2 -0.1
C -0.2980 0.2849 0.8419 -3.0 0.1 -2.0
C 0.9484 -0.1690 0.2516 1.9 -2.3 -0.7
C -0.2414 1.3984 -0.0160 0.2 2.5 0.9
N 0.9813 -0.7861 -1.0612 0.2 0.7 0.8
N -1.8402 -1.3054 -0.9409 0.1 -0.7 -1.2
C -0.5804 2.0544 -1.1048 -0.3 -0.2 -0.4
O -0.3950 0.4799 2.2324 0.1 -0.3 -0.7
H -0.0249 -0.3060 2.6621 -0.2 0.1 -0.1
H 0.7202 -0.1147 -1.7895 -0.2 -0.1 0.2
H 1.9220 -1.0867 -1.2975 -0.1 0.0 0.3
H -1.6789 -0.8500 -1.8357 0.0 -0.2 0.3
H -1.1223 -2.0122 -0.7856 -0.3 0.3 -0.2
H -2.6247 0.4100 -0.0729 0.3 0.1 0.1
H -2.1224 -0.9200 1.0547 -0.8 -0.2 0.0
H 3.0784 0.0335 0.5102 -0.2 -0.1 0.1
H 2.1660 0.2628 1.9995 -0.1 0.0 -0.1
H 2.3818 -1.3594 1.3463 0.0 -0.1 0.0
H -0.1240 2.9944 -1.4018 0.2 -0.1 0.0
H -1.3915 1.7297 -1.7707 0.0 0.0 0.2
```
Forces are in eV/Å.